Record 1
A cluster of 14 separate species, C46H118BN8O21 in total. Source: OMol25; level of theory: wB97M-V/def2-TZVPD.

Electronic energy in eV: -105211.8231
Highest occupied orbital energy in eV: -7.04
Gap between HOMO and LUMO in hartree: 0.3336
LUMO in eV: 2.04

The geometry in ORCA input format:
```
! wB97M-V def2-TZVPD RIJCOSX def2/J DEFGRID3
* xyz -1 1
O 3.09155 -0.69711 -1.40057
C 2.13626 -0.71981 -0.71297
O 1.17784 0.17443 -0.65088
B 0.12302 -0.24668 0.26349
O 0.63947 -1.52818 0.79930
C 1.80620 -1.77133 0.24248
O 2.59570 -2.64011 0.57987
O -1.16475 -0.42786 -0.35017
C -2.00404 0.45243 0.24266
O -3.18663 0.56425 -0.00126
C -1.23459 1.22942 1.33361
O -0.04362 0.71635 1.43674
O -1.73943 2.04592 2.08302
C 3.25401 1.72554 -6.61852
C 2.27618 0.98579 -5.75592
O 1.38659 1.90919 -5.11532
H 3.78757 0.93324 -7.15215
H 3.94798 2.39593 -6.00980
H 2.72021 2.38938 -7.28761
H 2.82041 0.35373 -5.04995
H 1.68553 0.29346 -6.37555
H 0.80824 1.34297 -4.54677
C 6.04588 -3.55953 2.43047
C 6.27773 -3.07527 3.86174
O 5.80122 -1.71563 4.19453
H 6.38516 -4.62522 2.29704
H 6.63650 -3.05932 1.71162
H 4.98910 -3.57229 2.16323
H 7.33431 -3.09802 3.97726
H 5.78226 -3.77680 4.47177
H 4.84508 -1.78082 4.15022
C -2.05477 -1.76028 2.89206
C -1.99448 -3.22971 3.28641
O -0.64791 -3.65469 3.13714
H -1.69956 -1.62998 1.86272
H -1.39000 -1.15548 3.55968
H -3.03054 -1.31973 2.86261
H -2.63498 -3.94623 2.69475
H -2.32768 -3.35415 4.34033
H -0.29183 -2.92049 2.68942
C -3.00800 -5.02494 -2.09963
C -2.93188 -5.21370 -0.61055
O -1.94780 -6.12950 -0.23352
H -3.07490 -5.90280 -2.72002
H -2.23118 -4.39112 -2.39237
H -3.94639 -4.43147 -2.30036
H -3.90594 -5.58514 -0.18549
H -2.83541 -4.26707 -0.10163
H -1.12072 -5.77542 -0.49441
C 6.10626 -1.20882 -3.64585
C 5.28389 -2.35875 -3.01108
O 5.47702 -2.37326 -1.59331
H 5.80174 -0.26954 -3.16460
H 5.92822 -0.93085 -4.76285
H 7.17848 -1.32642 -3.52788
H 5.48557 -3.33014 -3.46146
H 4.20939 -2.23064 -3.19573
H 5.16648 -1.53291 -1.27585
C 1.31196 -4.85015 -3.80816
C 1.69668 -5.45266 -2.52213
C 3.22633 -5.41824 -2.29961
O 3.57326 -6.08394 -1.06837
C 4.40249 -5.40600 -0.13773
N 0.90815 -4.74927 -1.49347
H 1.90774 -5.45401 -4.55967
H 1.58721 -3.84924 -3.92807
H 0.30797 -5.04781 -4.06705
H 1.40421 -6.46568 -2.50243
H 3.52452 -4.40964 -2.42695
H 3.67705 -5.99719 -3.11323
H 4.61691 -6.13463 0.70847
H 4.02864 -4.47263 0.14026
H 5.34086 -5.11924 -0.68068
H 1.12564 -5.18513 -0.58426
H 1.17833 -3.79045 -1.43569
C -7.36620 -1.53118 0.04624
C -5.83403 -1.55884 0.44367
C -5.56245 -2.55449 1.57924
O -5.97515 -1.86567 2.75391
C -5.73296 -2.67836 3.93799
N -5.03015 -1.98993 -0.67270
H -7.59021 -2.41316 -0.55091
H -7.59933 -0.69125 -0.60079
H -7.96858 -1.47913 0.96849
H -5.61581 -0.58140 0.89732
H -4.48632 -2.68823 1.64846
H -6.00781 -3.54250 1.41591
H -6.32345 -2.22266 4.66002
H -4.64280 -2.63646 4.27481
H -6.07404 -3.74809 3.83708
H -5.08278 -1.39749 -1.49987
H -4.04594 -2.11622 -0.40488
C -7.08830 2.92836 3.57671
C -5.72203 2.28702 3.14122
C -5.38913 2.52575 1.65192
O -6.36124 1.89032 0.79946
C -6.15832 2.34445 -0.54591
N -4.62473 2.89970 3.98070
H -7.11233 3.99624 3.33711
H -7.26943 2.88240 4.63672
H -7.89673 2.42678 3.04337
H -5.66938 1.22573 3.38646
H -4.34019 2.12087 1.54306
H -5.40181 3.58112 1.44521
H -5.11391 2.14670 -0.77626
H -6.38042 3.42884 -0.70634
H -6.77468 1.81092 -1.25654
H -3.72696 2.43006 3.76640
H -4.49957 3.84992 3.74547
C -0.60746 -1.51304 -4.95400
C -1.50481 -0.31767 -4.63938
C -2.86007 -0.62525 -4.00541
O -3.69193 0.50598 -4.15391
C -4.53347 0.69433 -2.96243
N -0.78898 0.68160 -3.89251
H -1.07813 -2.36599 -5.42399
H -0.17773 -1.88131 -3.95990
H 0.18822 -1.17542 -5.64422
H -1.70727 0.10617 -5.67246
H -2.82726 -0.90977 -2.97263
H -3.39982 -1.48152 -4.52427
H -4.85707 1.74978 -2.94848
H -4.03730 0.41266 -2.06256
H -5.37514 0.05206 -3.03006
H -1.21880 1.57814 -3.76456
H -0.43685 0.34916 -3.01681
C -1.11058 4.73482 -2.60975
C -1.34298 4.27720 -1.15370
C -2.80929 4.03231 -0.74178
O -3.68279 5.13526 -0.80291
C -3.33177 6.16619 0.07147
N -0.60801 2.95589 -0.85381
H -1.37093 3.91742 -3.34093
H -0.05424 5.02307 -2.79478
H -1.79128 5.56300 -2.92984
H -0.94006 5.10233 -0.56827
H -2.73183 3.70831 0.29988
H -3.17467 3.21894 -1.33446
H -2.35053 6.62546 -0.18030
H -3.19889 5.76393 1.03823
H -4.15351 6.84951 0.19838
H -0.28946 2.98515 0.15389
H 0.21304 2.83759 -1.45178
C 4.30723 2.40218 -2.41523
C 3.48157 3.64899 -2.09641
C 4.15824 4.93031 -2.51367
O 3.24302 6.04635 -2.46061
C 2.64322 6.07322 -1.13649
N 2.16300 3.57963 -2.68858
H 3.98207 1.42076 -2.04205
H 5.30905 2.47210 -2.00476
H 4.45506 2.26176 -3.50593
H 3.38207 3.61447 -0.97183
H 4.45859 4.86528 -3.58647
H 5.01461 5.01665 -1.77858
H 1.83220 5.29827 -1.15198
H 2.36518 7.06361 -0.84754
H 3.26895 5.76664 -0.35495
H 2.15656 4.42308 -3.21845
H 1.93842 2.82186 -3.36429
C 2.13756 -2.68701 6.06010
C 1.70916 -1.45973 5.13229
C 2.01987 -0.16301 5.99216
O 1.66289 1.13669 5.41834
C 0.28674 1.31821 5.12213
N 2.64339 -1.54617 4.03180
H 2.15671 -3.60150 5.51883
H 1.60152 -2.56032 7.00649
H 3.23503 -2.50541 6.24832
H 0.66907 -1.45006 4.83549
H 3.06988 -0.07221 6.16191
H 1.49950 -0.36726 6.87243
H 0.13664 1.24849 4.04343
H 0.09243 2.35346 5.43489
H -0.39257 0.68026 5.71328
H 2.63531 -0.68088 3.55261
H 2.40554 -2.32326 3.46295
C 1.92028 4.72152 1.97003
C 2.26952 3.44505 2.66611
C 3.26526 2.58240 1.73346
O 3.45443 1.33103 2.31894
C 4.67323 0.68882 1.80702
N 2.83413 3.83549 3.97538
H 1.64583 5.50369 2.66997
H 1.07196 4.57490 1.35122
H 2.77359 5.06890 1.37527
H 1.33564 2.82765 2.84423
H 4.20353 3.12583 1.74801
H 2.95029 2.50052 0.66784
H 4.61611 -0.40615 2.00498
H 5.54985 1.13576 2.43492
H 4.76122 0.92758 0.73910
H 2.90920 3.01538 4.57632
H 3.78511 4.18093 3.79148
*
```

Record 2
A cluster of 12 separate species, C46H127N11O12 in total. Source: OMol25; level of theory: wB97M-V/def2-TZVPD.

Electronic energy in eV: -90711.2226
Highest occupied orbital energy (alpha / beta) in eV: 0.56 / -6.50
Gap between HOMO and LUMO (alpha / beta) in hartree: 0.0525 / 0.3111
LUMO (alpha / beta) in eV: 1.99 / 1.97

The geometry in ORCA input format:
```
! wB97M-V def2-TZVPD RIJCOSX def2/J DEFGRID3
* xyz -1 2
C 3.86535 6.13954 -0.08281
C 3.82271 4.76810 -0.71142
C 2.44293 4.25885 -1.04312
O 1.91861 4.71822 -2.33114
C 0.62826 4.06480 -2.74623
N 4.60757 4.94028 -1.93530
H 4.86456 6.22401 0.34444
H 3.15402 6.19667 0.74111
H 3.53517 6.94213 -0.74231
H 4.38459 3.99801 -0.18288
H 1.71723 4.57628 -0.29433
H 2.32655 3.17550 -1.01276
H -0.00201 3.82998 -1.88848
H 0.84662 3.17526 -3.33711
H -0.06186 4.74761 -3.24181
H 4.53584 5.93708 -2.08137
H 4.12623 4.47458 -2.69130
C -3.27087 1.14238 6.78305
C -4.75602 1.15572 7.26215
C -4.97252 0.76497 8.74194
O -6.31383 0.84801 9.14692
C -6.58650 0.18819 10.38462
N -5.35188 2.47011 7.02121
H -2.71496 0.30386 7.20252
H -2.78155 2.10335 6.94179
H -3.26976 1.03343 5.69851
H -5.22358 0.32701 6.73044
H -4.22028 1.32646 9.29598
H -4.71710 -0.29110 8.82896
H -6.02333 0.57674 11.23313
H -6.40671 -0.87951 10.25901
H -7.63714 0.42901 10.54664
H -5.13312 3.11794 7.76455
H -6.35695 2.43842 7.11565
C 2.90767 -7.31490 -4.39872
C 2.80273 -6.43046 -3.16146
C 1.37586 -6.16763 -2.66235
O 1.37711 -5.06883 -1.70790
C 0.04965 -4.79698 -1.27210
N 3.63900 -7.08441 -2.11700
H 2.22577 -6.80180 -5.07684
H 2.56660 -8.34478 -4.29325
H 3.89859 -7.45984 -4.82902
H 3.19562 -5.41456 -3.20250
H 0.95796 -7.01459 -2.11819
H 0.66230 -6.04900 -3.47775
H -0.44861 -4.41309 -2.16231
H 0.14162 -3.99612 -0.53843
H -0.39965 -5.60185 -0.69037
H 3.31178 -8.03793 -2.05514
H 3.43725 -6.63216 -1.23674
C -1.05578 -1.33751 -0.74911
C -1.04671 -0.28896 0.31751
C -0.21152 -0.74043 1.52535
O -0.10959 0.23144 2.66993
C -1.43716 0.49322 3.16269
N -0.49793 0.86110 -0.31017
H -1.23078 -2.24267 -0.16760
H -0.19685 -1.42607 -1.41432
H -1.95830 -1.24202 -1.35280
H -2.08702 -0.24535 0.63995
H 0.78552 -0.80598 1.08981
H -0.54331 -1.68669 1.95266
H -1.46672 0.93319 4.15951
H -1.91158 -0.44217 3.45945
H -2.15057 1.06256 2.56686
H -1.22396 1.36775 -0.79627
H -0.08627 1.36640 0.46139
C -1.05333 7.85405 0.42216
C -0.71170 6.42875 -0.10843
C -1.72045 5.37307 0.39309
O -1.66112 5.07952 1.72752
C -0.47998 4.45232 2.23535
N -0.75520 6.42070 -1.53333
H -0.26515 8.57489 0.20474
H -1.16465 7.90413 1.50530
H -1.99474 8.18911 -0.01325
H 0.30864 6.18512 0.18760
H -1.43157 4.44755 -0.10497
H -2.75777 5.54889 0.10821
H -0.49063 3.50261 1.70053
H -0.63136 4.37251 3.31183
H 0.40941 5.04263 2.01485
H -1.44533 5.73673 -1.80901
H 0.10927 6.05716 -1.90834
C 1.65750 -1.35145 -5.71098
C 2.13726 -1.83706 -4.27078
C 2.33516 -0.57469 -3.38960
O 3.33315 0.26665 -3.98460
C 3.45238 1.55397 -3.26799
N 1.04058 -2.77940 -3.86676
H 0.69110 -0.85039 -5.65516
H 1.67627 -2.08983 -6.51257
H 2.22026 -0.48880 -6.06767
H 3.06345 -2.36627 -4.49490
H 2.61426 -0.95572 -2.40724
H 1.36480 -0.08070 -3.33980
H 2.56200 2.17786 -3.18993
H 4.31440 2.14128 -3.58435
H 3.61002 1.27588 -2.22591
H 0.80935 -3.45619 -4.57991
H 1.30149 -3.44526 -3.15355
C -5.38655 -3.53209 -1.51118
C -3.95708 -3.82072 -1.04250
C -3.78476 -4.63256 0.25781
O -4.29300 -3.72609 1.23810
C -3.32791 -2.95199 2.03762
N -3.29466 -4.37008 -2.18704
H -5.26355 -2.71948 -2.22717
H -5.86061 -3.11836 -0.62112
H -5.89308 -4.38680 -1.95950
H -3.43881 -2.90001 -0.77459
H -2.75652 -4.98053 0.35655
H -4.39550 -5.53517 0.27733
H -2.73700 -2.24458 1.45581
H -2.78612 -3.61332 2.71378
H -3.87870 -2.28779 2.70363
H -3.86078 -5.03372 -2.69614
H -2.99999 -3.67653 -2.85954
C -1.93824 -3.67937 -6.39347
C -2.33169 -2.31708 -5.82952
C -3.80830 -1.85682 -6.12915
O -3.96697 -1.70243 -7.57464
C -5.18300 -1.08551 -8.06442
N -2.05885 -2.43103 -4.35173
H -2.20212 -3.74741 -7.44886
H -2.33786 -4.44202 -5.72506
H -0.85371 -3.78236 -6.42942
H -1.68796 -1.63306 -6.38254
H -4.03083 -0.92649 -5.60661
H -4.56400 -2.59845 -5.87030
H -6.09484 -1.66774 -7.93155
H -5.07066 -0.83520 -9.11933
H -5.29277 -0.13065 -7.55032
H -1.08781 -2.57971 -4.11703
H -2.21225 -1.54711 -3.88777
C 3.83094 0.88552 0.76083
C 4.37829 0.82316 2.20343
C 5.90772 0.83201 2.38217
O 6.63387 -0.30410 1.81869
C 6.24877 -1.54972 2.28379
N 3.90641 2.01029 2.90480
H 3.88527 -0.08135 0.26053
H 4.37242 1.42262 -0.01791
H 2.82345 1.27188 0.60658
H 3.91072 0.03739 2.79676
H 6.11702 0.64607 3.43560
H 6.25185 1.76961 1.94564
H 6.29327 -1.74712 3.35484
H 6.89895 -2.30393 1.84047
H 5.23669 -1.69096 1.90451
H 3.87294 1.97305 3.91356
H 4.44178 2.81682 2.61674
C 3.69420 0.86298 7.07794
C 3.61975 0.11644 5.71925
C 3.97555 -1.37192 5.88233
O 3.99486 -1.90098 4.56197
C 4.24499 -3.25579 4.52888
N 2.26693 0.19707 5.17503
H 4.70473 0.88740 7.48578
H 3.07292 0.32715 7.79557
H 3.42161 1.90319 6.89973
H 4.37607 0.49689 5.03270
H 3.24624 -1.94202 6.45782
H 4.99200 -1.44641 6.26883
H 5.16982 -3.53940 5.03124
H 4.19537 -3.53145 3.47548
H 3.44796 -3.66857 5.14732
H 2.18550 1.16297 4.89130
H 2.18453 -0.41726 4.37758
C -2.93386 1.54316 -3.68607
C -2.64117 2.79456 -2.87082
C -3.34229 4.06219 -3.40652
O -3.05496 5.16471 -2.52951
C -3.82845 6.34576 -2.82362
N -2.93184 2.36872 -1.45401
H -4.01289 1.38961 -3.67078
H -2.38441 0.66661 -3.34277
H -2.52851 1.73494 -4.67955
H -1.55720 2.88698 -2.80328
H -4.42156 3.91815 -3.35623
H -3.17772 4.23099 -4.47072
H -3.42189 7.17789 -2.24885
H -4.82347 6.03683 -2.50333
H -3.76343 6.67579 -3.86042
H -3.79904 1.85127 -1.47163
H -3.14815 3.26131 -1.03378
C 2.55490 -3.05769 0.71776
C 3.92499 -3.41694 0.08932
O 4.76658 -4.10633 0.96986
H 2.84788 -2.53319 1.62725
H 1.94604 -3.90785 1.02536
H 1.98117 -2.28336 0.20849
H 4.46055 -2.50764 -0.18352
H 3.86011 -3.96511 -0.85058
H 5.56512 -4.29152 0.47022
*
```

no.,strongest force on any atom (Eh/bohr)
1,0.0766
2,0.0685